Here is a cluster of 2 separate species, C8H16N2 in total in a non-equilibrium geometry from OMol25. Energies are from the ωB97M-V functional and the def2-TZVPD basis.

```
! RIJCOSX wB97M-V def2-TZVPD def2/J DEFGRID3
* xyz 0 1
C -1.4078 1.1661 0.7731
C -1.5324 0.1146 -0.4273
C -1.4146 1.0265 -1.6210
C -2.8411 -0.6773 -0.1792
N -0.4384 -0.8100 -0.4206
H -1.2634 2.1610 0.3854
H -2.3236 1.1767 1.5013
H -0.5620 0.8826 1.2810
H -1.3662 0.3672 -2.4957
H -0.4096 1.6149 -1.4992
H -2.2649 1.7415 -1.7429
H -2.8163 -1.3157 0.7126
H -3.6321 0.0058 -0.0122
H -3.0760 -1.3377 -1.0187
H -0.2069 -1.1151 0.4899
H 0.3703 -0.5155 -0.9274
C 2.4882 -2.9779 -0.4618
N 3.0839 -1.8405 -0.4068
C 2.6613 -0.7042 0.1665
C 2.7956 0.3191 0.7899
C 2.5851 1.5773 1.4592
H 2.8258 -3.7269 -1.0739
H 1.3500 -3.0484 -0.1164
H 2.1373 1.4842 2.4613
H 3.5081 2.2567 1.4904
H 1.7499 2.1749 0.8925
*
```

Properties
maximum force = 5.74 eV Å⁻¹
calculated total energy = -423.78312 a.u.



Here is the molecule C8H16N2 in a non-equilibrium geometry from OMol25. Energies are from the ωB97M-V functional and the def2-TZVPD basis.

```
! RIJCOSX wB97M-V def2-TZVPD def2/J DEFGRID3
* xyz 0 1
C 1.9626 -1.8927 0.2205
C 0.8103 -0.9599 0.0801
C -0.5239 -1.1077 -0.0297
N -1.3536 -2.1847 -0.2913
C -0.8956 0.3416 0.0054
C -1.6705 0.8530 -1.1984
C -1.5355 0.8291 1.2988
C 0.8005 0.5407 0.0555
C 1.3266 1.2094 -1.2059
N 1.4227 1.1580 1.1892
H 2.5894 -1.8814 -0.6733
H 2.5870 -1.6039 1.0668
H 1.6155 -2.9129 0.3822
H -0.9280 -3.0892 -0.1502
H -2.2774 -2.1156 0.1096
H -1.6155 1.9401 -1.2563
H -1.2834 0.4282 -2.1207
H -2.7235 0.5771 -1.1202
H -1.4673 1.9151 1.3787
H -2.5943 0.5648 1.3224
H -1.0544 0.3862 2.1698
H 1.0121 0.6649 -2.0905
H 2.4152 1.2280 -1.1635
H 0.9759 2.2386 -1.2772
H 1.1629 0.7198 2.0629
H 1.2420 2.1531 1.2351
*
```

Properties
maximum force = 1.65 eV Å⁻¹
calculated total energy = -423.90751 a.u.



Here is the molecule C8H16N2O in a non-equilibrium geometry from OMol25. Energies are from the ωB97M-V functional and the def2-TZVPD basis.

```
! RIJCOSX wB97M-V def2-TZVPD def2/J DEFGRID3
* xyz 0 1
C -0.2459 2.7469 -0.0948
C -0.1934 1.2711 -0.0113
N -1.3424 0.6323 0.3087
C -1.1037 -0.7356 0.3371
C -2.1616 -1.2314 -0.6547
C -1.5123 -1.3589 1.7737
N 0.2675 -0.9669 -0.1717
O 0.8065 -2.3398 -0.1642
C 0.9561 0.2352 -0.2042
C 1.7034 0.3847 -1.5648
C 1.9408 0.3955 0.8424
H -0.1328 3.0620 -1.1035
H 0.6064 3.1552 0.5566
H -1.2561 3.1759 0.1604
H -1.9935 -2.2702 -0.9057
H -2.0148 -0.6144 -1.5432
H -3.1987 -1.0203 -0.3077
H -2.4661 -1.0360 2.1937
H -0.6533 -1.0162 2.3413
H -1.5361 -2.4344 1.6619
H 1.1206 -2.5737 -1.0796
H 0.9951 0.0293 -2.3154
H 1.9756 1.4129 -1.7465
H 2.7239 -0.1738 -1.7202
H 2.1221 -0.5172 1.4197
H 1.6458 1.1036 1.6232
H 2.9468 0.6842 0.3689
*
```

Properties
maximum force = 5.91 eV Å⁻¹
calculated total energy = -499.04231 a.u.



Here is the ion C8H16N3S with charge +1 in a non-equilibrium geometry from OMol25. Energies are from the ωB97M-V functional and the def2-TZVPD basis.

```
! RIJCOSX wB97M-V def2-TZVPD def2/J DEFGRID3
* xyz 1 1
C 1.7870 2.2323 -0.0613
C 0.5017 1.7785 -0.6240
N 0.0185 0.6355 0.1347
C -1.3925 0.2806 0.1127
C -2.1143 0.5047 1.2212
C -3.5118 0.1605 1.0930
C -3.8062 -0.4100 -0.1052
S -2.3474 -0.4208 -1.1364
N 0.7622 -0.4905 -0.0694
C 0.7617 -1.1343 -1.3398
C 0.9728 -1.2629 0.9968
N -0.5015 -2.1386 1.6554
H 2.6118 1.7460 -0.7004
H 2.0047 3.2778 0.1566
H 1.9658 1.6705 0.7987
H -0.2848 2.5700 -0.4835
H 0.4918 1.6170 -1.7030
H -1.7464 1.2094 1.9921
H -4.3372 0.3631 1.8930
H -4.7616 -0.6971 -0.4832
H 1.6244 -1.5883 -1.5717
H 0.1338 -2.0857 -1.4035
H 0.3836 -0.3177 -2.0247
H 1.0161 -0.6890 1.9304
H 1.7589 -1.9514 0.8974
H -1.2373 -2.1125 1.0339
H -0.2182 -3.1477 1.8395
H -0.7415 -1.7128 2.4836
*
```

Properties
maximum force = 5.40 eV Å⁻¹
calculated total energy = -876.52507 a.u.



Here is a cluster of 2 separate species, C8H16NO in total in a non-equilibrium geometry from OMol25. Energies are from the ωB97M-V functional and the def2-TZVPD basis.

```
! RIJCOSX wB97M-V def2-TZVPD def2/J DEFGRID3
* xyz 1 1
C -1.1758 -0.3731 0.5341
C -0.3447 -1.3170 0.3667
C -2.5176 0.1973 1.0032
C -1.4835 1.0630 0.4702
C -2.7922 0.2781 2.4755
C -1.4325 1.5843 -0.9757
C 2.9991 -0.8765 0.2483
C 1.8842 -0.3562 -0.6031
N 2.1152 -1.0367 -1.9647
O 1.5996 0.9635 -0.9493
H -0.0371 -2.3013 0.3648
H -3.2736 -0.0447 0.3858
H -0.8771 1.5184 1.2046
H -3.5754 1.1166 2.5591
H -1.8498 0.3897 2.8500
H -3.2292 -0.6649 2.6756
H -2.2354 2.3631 -1.1286
H -1.9078 0.8240 -1.6982
H -0.4557 1.8981 -1.4306
H 2.8932 -0.3270 1.1986
H 2.8948 -2.0643 0.2741
H 4.0293 -0.5617 -0.2826
H 1.5845 -0.6870 -2.7296
H 1.8147 -2.0400 -2.0294
H 3.1092 -0.9583 -2.4030
H 2.2637 1.4129 -0.4157
*
```

Properties
maximum force = 4.22 eV Å⁻¹
calculated total energy = -443.92223 a.u.



Here is the molecule C8H16O in a non-equilibrium geometry from OMol25. Energies are from the ωB97M-V functional and the def2-TZVPD basis.

```
! RIJCOSX wB97M-V def2-TZVPD def2/J DEFGRID3
* xyz 0 1
C -1.4760 -0.5290 1.2650
C -0.5449 0.4637 0.6707
C -0.8114 2.0948 1.5214
O -0.1242 3.2574 1.1398
C 0.4039 0.5493 -0.1993
C 1.3362 1.5358 -0.8025
C 0.6710 -1.1322 -0.9871
C -0.5053 -1.6690 -1.7800
C 1.3026 -2.1399 -0.0465
H -1.4472 -0.4709 2.3571
H -1.2545 -1.5618 1.0049
H -2.5019 -0.3245 0.9435
H -0.5607 1.9030 2.5658
H -1.8923 2.2442 1.4456
H -0.7839 3.9469 0.9747
H 1.2966 1.4774 -1.8950
H 2.3624 1.3296 -0.4840
H 1.0912 2.5714 -0.5722
H 1.4410 -0.8328 -1.7058
H -0.1939 -2.4876 -2.4460
H -1.2913 -2.0826 -1.1418
H -0.9508 -0.8947 -2.4122
H 1.7109 -2.9981 -0.6012
H 2.1337 -1.6989 0.5122
H 0.5889 -2.5515 0.6729
*
```

Properties
maximum force = 6.24 eV Å⁻¹
calculated total energy = -389.54424 a.u.



Here is a structure of composition C8H16O5Rb in a non-equilibrium geometry from OMol25. Energies are from the ωB97M-V functional and the def2-TZVPD basis.

```
! RIJCOSX wB97M-V def2-TZVPD def2/J DEFGRID3
* xyz 1 1
C -2.0716 -2.0393 -0.4826
H -2.5775 -1.1717 -0.9344
H -2.2229 -2.8532 -1.1984
H -2.6015 -2.3757 0.4228
O -0.6863 -1.6238 -0.0394
C -0.4715 -1.6427 1.3650
C -0.8863 -0.3392 2.0111
O -0.0858 0.6849 1.4540
C -0.4766 2.0058 1.7708
C 0.4431 2.9566 1.0467
O 0.3431 2.7280 -0.3478
C 1.1168 3.6220 -1.1250
Rb 0.4282 0.3854 -1.2482
H 0.6047 -1.8001 1.5224
H -1.0169 -2.4799 1.8269
H -0.7356 -0.4004 3.1018
H -1.9533 -0.1270 1.8261
H -0.4047 2.1868 2.8558
H -1.5228 2.1730 1.4612
H 1.4859 2.8023 1.3743
H 0.1521 3.9924 1.2870
H 0.9739 3.3546 -2.1787
H 0.7866 4.6605 -0.9668
H 2.1856 3.5390 -0.8695
O 0.0036 -2.5029 -2.8293
C 0.7878 -3.2845 -2.2939
C 2.2569 -2.8307 -2.1804
O 2.5090 -1.6780 -1.9350
H 0.6003 -4.3738 -2.2428
H 3.0356 -3.5682 -2.4536
*
```

Properties
maximum force = 2.74 eV Å⁻¹
calculated total energy = -714.43465 a.u.



Here is a cluster of 2 separate species, C8H16O5S in total in a non-equilibrium geometry from OMol25. Energies are from the ωB97M-V functional and the def2-TZVPD basis.

```
! RIJCOSX wB97M-V def2-TZVPD def2/J DEFGRID3
* xyz 0 1
C 1.8629 -2.3320 -0.1708
C 1.3671 -3.4817 0.0944
C -0.9886 4.5679 -0.4287
C 1.3558 -1.2036 -0.8566
C -0.4066 3.3994 -1.1585
C 1.0341 0.0110 0.0771
C 0.4419 2.4727 -0.2303
C 0.3139 1.0435 -0.7955
O -1.8933 -2.5445 2.7203
O -1.1219 -4.7773 2.2041
O 0.9974 -4.5165 0.4695
O -2.4557 -2.6212 0.2115
O -1.2059 -3.1879 0.3764
S -0.7801 -3.2179 2.0698
H 2.8457 -2.1969 0.4841
H -0.4095 5.4483 -0.5214
H -0.8337 4.3460 0.6931
H -2.0988 4.8276 -0.8185
H 2.1438 -0.8842 -1.4951
H 0.4122 -1.5224 -1.5063
H -0.0722 3.7320 -2.2174
H -1.1589 2.7662 -1.4146
H 2.0063 0.4461 0.3029
H 0.6130 -0.1179 1.1175
H -0.1030 2.4361 0.7652
H 1.4750 2.6713 -0.1105
H 0.6974 1.0466 -1.8324
H -0.7114 0.8227 -0.7265
H -0.5455 -5.1197 1.4842
H -2.7815 -2.3136 1.2129
*
```

Properties
maximum force = 4.64 eV Å⁻¹
calculated total energy = -1088.57622 a.u.